{
  "formula": "C4H10O2",
  "method": "the ωB97M-V functional and the def2-TZVPD basis",
  "spin_multiplicity": 1,
  "total_charge": 0,
  "total_energy_ha": -308.68852,
  "homo_lumo_gap_ev": 4.9,
  "e_above_lowest_ev": 5.705,
  "symbols": ["C", "C", "C", "C", "H", "H", "H", "H", "H", "H", "H", "H", "O", "H", "H", "O"],
  "coordinates": [[-0.630687, -1.646332, -0.189121], [-0.465680, -0.677676, 0.939038], [-0.394181, 0.685423, 0.659178], [0.030278, 1.741471, 1.402055], [-1.335048, -2.409170, 0.122326], [-0.895402, -1.097607, -1.102869], [0.346688, -2.110253, -0.347919], [-0.671602, 0.884444, -0.388851], [-0.159731, 2.747608, 1.055713], [0.393611, 1.491480, 2.391339], [-0.341612, -1.085612, 1.935784], [-0.429600, -0.215212, -2.873560], [-0.345009, 0.362556, -2.108640], [1.618591, 0.535038, 0.228857], [1.224040, 0.394358, -1.126314], [2.055345, 0.399482, -0.597016]],
  "forces_ev_per_angstrom": [[-0.478, 0.671, 1.654], [0.729, -0.817, -1.084], [-0.668, 1.030, -1.045], [-1.118, -1.587, 0.704], [0.017, -0.482, 0.117], [0.168, 0.261, -0.247], [0.136, -0.008, -0.144], [-0.154, -0.032, -0.090], [0.445, 0.045, 0.085], [0.416, 0.660, 0.136], [-0.319, 0.154, 0.301], [0.042, 0.101, -0.054], [0.150, 0.120, 0.368], [0.652, 0.159, 1.038], [0.147, -0.094, -1.415], [-0.164, -0.180, -0.322]]
}